No. 1
# C42H65Cl2NO11

5 unconnected molecules or ions with the total composition C42H65Cl2NO11 at a distorted geometry (ωB97M-V/def2-TZVPD, the Open Molecules 2025 dataset).

XYZ file:
```
121
Properties=species:S:1:pos:R:3:forces:R:3
C -4.103 -3.916 -2.043 0.13 -0.11 -0.29
C -3.082 -5.045 -1.816 -0.44 0.55 0.38
C -1.912 -4.600 -0.915 -0.17 -0.28 -0.53
Cl -2.752 -4.287 0.631 -0.02 0.13 0.18
C -0.992 -3.432 -1.325 0.09 0.53 0.14
C -0.772 -3.028 -2.682 -0.14 0.23 0.25
C -1.386 -3.783 -3.834 0.70 -0.64 -0.24
C -0.736 -5.177 -4.044 -0.38 0.60 -0.41
C 0.709 -5.122 -4.579 -0.55 -0.62 0.66
C 1.566 -6.236 -3.975 0.21 0.31 -0.57
O 2.960 -5.886 -3.891 -0.21 -0.40 0.06
C 3.373 -5.642 -2.616 -0.46 0.68 0.00
C 2.680 -4.509 -1.901 0.37 -0.06 0.03
O 4.246 -6.266 -2.115 0.81 -0.55 0.13
C 0.045 -1.916 -3.004 0.37 -0.01 0.25
C 0.186 -1.428 -4.435 -1.17 -0.06 -0.09
C -1.119 -0.772 -5.015 0.55 0.57 0.30
C -2.185 -0.519 -3.993 -0.27 -0.14 -0.21
O -3.251 -1.053 -4.046 -0.57 -0.46 0.19
O -1.877 0.358 -3.002 0.92 -0.19 -0.03
C 0.742 -1.214 -2.008 -0.38 0.10 0.52
C 1.677 -0.063 -2.284 0.42 -1.00 -0.95
C 2.951 -0.545 -2.979 0.38 -1.02 -0.68
C 4.033 -1.247 -2.022 -1.77 0.91 0.94
O 4.008 0.182 -2.688 -0.25 0.91 0.71
C 0.581 -1.655 -0.700 -0.33 0.14 -0.52
C -0.259 -2.721 -0.348 -0.06 0.08 0.00
C -0.067 -2.816 1.177 0.75 0.20 -0.05
O -0.730 -3.163 2.097 -0.38 -0.72 0.11
N 1.184 -2.151 1.469 -0.77 0.04 -0.26
C 2.369 -2.925 1.803 0.89 0.33 0.73
C 2.046 -4.173 2.598 -0.21 -0.48 0.13
C 1.591 -5.371 1.753 -0.18 0.45 0.43
Cl 3.495 -4.645 3.556 0.09 0.07 -0.05
C 1.284 -1.127 0.519 0.04 -1.01 -0.37
O 1.825 -0.080 0.700 0.54 0.62 0.03
H -4.914 -3.972 -1.327 -0.09 0.03 0.10
H -3.659 -2.927 -1.951 0.09 0.10 0.00
H -4.527 -3.976 -3.043 -0.13 -0.02 -0.08
H -3.599 -5.807 -1.241 0.14 -0.30 0.01
H -2.779 -5.516 -2.737 0.19 -0.04 -0.16
H -1.285 -5.474 -0.741 0.15 -0.02 0.14
H -1.234 -3.278 -4.776 0.00 0.38 -0.07
H -2.455 -3.867 -3.749 -0.23 0.02 0.13
H -1.347 -5.656 -4.808 -0.17 -0.37 0.17
H -0.821 -5.748 -3.124 0.20 -0.22 0.06
H 0.670 -5.315 -5.646 0.18 0.51 -0.27
H 1.135 -4.150 -4.365 0.31 0.09 -0.05
H 1.545 -7.096 -4.638 -0.06 -0.21 0.04
H 1.179 -6.564 -3.013 0.09 0.08 0.23
H 3.383 -4.149 -1.158 -0.05 0.01 0.20
H 2.452 -3.689 -2.569 -0.27 0.05 -0.11
H 1.792 -4.892 -1.402 -0.20 0.15 -0.02
H 0.411 -2.258 -5.092 0.33 -0.07 -0.11
H 0.964 -0.693 -4.537 0.28 -0.01 0.12
H -1.566 -1.371 -5.795 -0.06 -0.10 -0.14
H -0.842 0.196 -5.434 -0.01 0.05 -0.15
H -2.113 -0.077 -2.170 -0.44 0.36 0.10
H 2.052 0.400 -1.385 -0.40 0.33 0.19
H 1.251 0.655 -2.983 -0.24 0.25 0.23
H 2.847 -0.988 -3.960 0.24 -0.05 -0.27
H 4.791 -0.923 -1.292 1.37 -1.22 -1.01
H 3.237 -1.285 -1.229 0.39 0.67 0.40
H 3.022 -2.307 2.414 -0.06 0.20 0.06
H 2.972 -3.189 0.928 -0.22 -0.09 -0.26
H 1.297 -3.947 3.346 -0.10 0.18 0.05
H 2.405 -6.077 1.652 0.08 -0.08 -0.35
H 1.238 -5.017 0.786 0.08 -0.15 -0.20
H 0.756 -5.861 2.243 -0.06 -0.17 0.03
C 8.126 2.090 -0.496 0.09 -0.08 -0.05
C 7.649 2.492 -1.889 -0.08 0.06 0.06
C 6.885 1.250 -2.328 0.09 -0.08 -0.05
O 6.346 0.667 -1.135 0.16 0.08 0.13
C 6.941 1.282 0.012 -0.13 0.05 0.03
H 8.368 2.934 0.148 -0.02 0.01 0.00
H 9.011 1.454 -0.573 0.00 0.00 0.02
H 6.972 3.346 -1.819 0.00 0.00 -0.02
H 8.456 2.752 -2.572 0.02 -0.02 0.00
H 7.549 0.519 -2.799 0.02 0.03 -0.03
H 6.072 1.472 -3.015 -0.06 -0.05 0.04
H 6.193 1.928 0.484 0.04 0.01 0.04
H 7.230 0.508 0.725 -0.04 -0.04 -0.02
C -3.312 1.413 2.342 -0.04 -0.20 -0.04
C -2.291 1.127 1.244 -0.02 0.08 -0.11
C -2.661 -0.295 0.843 -0.07 0.02 0.13
O -4.065 -0.428 1.052 0.06 0.03 -0.03
C -4.542 0.692 1.808 0.00 0.10 -0.12
H -3.480 2.470 2.519 0.01 0.03 0.03
H -2.988 0.960 3.281 0.00 0.03 0.02
H -2.444 1.810 0.405 0.01 0.00 -0.01
H -1.255 1.216 1.570 0.00 -0.02 0.02
H -2.149 -1.031 1.468 0.09 -0.05 -0.03
H -2.434 -0.514 -0.207 -0.04 -0.10 0.02
H -5.120 1.338 1.137 -0.01 0.03 0.05
H -5.203 0.335 2.598 0.00 -0.07 -0.03
C -1.741 5.730 5.370 0.13 -0.08 0.17
C -0.730 5.444 4.264 -0.06 0.06 -0.10
C -1.109 4.026 3.856 0.03 -0.08 0.09
O -2.516 3.904 4.079 0.04 0.15 0.10
C -2.980 5.023 4.845 -0.04 0.07 -0.11
H -1.909 6.789 5.550 -0.06 0.01 -0.06
H -1.411 5.268 6.305 -0.01 -0.02 -0.01
H -0.889 6.131 3.430 0.00 0.00 0.00
H 0.308 5.528 4.582 0.00 -0.02 0.02
H -0.593 3.283 4.474 0.05 0.02 -0.02
H -0.892 3.813 2.808 -0.05 -0.03 -0.01
H -3.556 5.678 4.184 0.01 0.05 0.04
H -3.636 4.666 5.640 0.00 -0.07 -0.03
C -4.524 10.589 4.929 -0.03 0.00 -0.12
C -5.548 9.511 5.277 0.04 0.00 0.12
C -4.924 8.276 4.642 0.00 0.01 -0.12
O -3.506 8.466 4.694 -0.08 0.09 0.00
C -3.216 9.821 5.050 0.02 -0.03 0.12
H -4.564 11.460 5.580 0.00 -0.01 0.02
H -4.671 10.924 3.900 0.01 0.01 0.00
H -5.607 9.389 6.361 -0.01 -0.01 0.00
H -6.549 9.717 4.903 0.00 0.00 -0.03
H -5.221 8.174 3.593 -0.06 -0.01 0.02
H -5.182 7.354 5.165 0.05 -0.02 0.00
H -2.841 9.836 6.079 0.01 0.06 0.00
H -2.435 10.205 4.392 0.02 -0.06 -0.02
```
Positions in Å, forces in eV/Å.

Output
* calculated total energy: -3441.92276 hartree
* HOMO level: -8.89 eV
* frontier orbital gap: 8.3988 eV
* SMILES string: CC[C@H](Cl)c1c(CCCCOC(C)=O)c(CCC(=O)O)c(C[C@@H]2CO2)c2c1C(=O)N(C[C@@H](C)Cl)C2=O.C1CCOC1.C1CCOC1.C1CCOC1.C1CCOC1
* LUMO level: -0.50 eV

=====

No. 2
# C42H65IN4O6S2

4 unconnected molecules or ions with the total composition C42H65IN4O6S2 at a distorted geometry (ωB97M-V/def2-TZVPD, the Open Molecules 2025 dataset).

XYZ file:
```
120
Properties=species:S:1:pos:R:3:forces:R:3
C 2.742 -5.646 7.571 -2.28 6.88 1.25
C 2.179 -4.497 7.925 2.78 -5.07 -1.71
C 1.588 -3.019 8.284 0.86 -0.90 -1.07
C 2.164 -2.022 7.131 1.01 1.81 -2.19
C 3.614 -1.415 7.268 -2.29 0.18 -2.89
C 4.466 -1.809 8.572 -0.81 0.17 0.28
C 4.118 -0.476 6.085 -3.08 -1.20 0.55
S 5.865 0.201 6.296 -1.77 0.16 0.05
C 3.220 -0.122 4.801 -0.64 -1.66 2.18
C 3.820 0.876 3.694 -0.90 -0.48 -0.61
C 3.981 0.136 2.244 -0.01 0.99 1.56
O 4.659 1.068 1.348 -0.30 0.16 0.92
C 1.755 -0.763 4.646 3.25 -0.61 3.47
C 1.298 -1.691 5.858 2.23 1.07 -0.61
S -0.412 -2.454 5.672 1.66 0.40 -1.56
C -0.485 -2.765 3.816 0.21 0.06 -2.46
C -1.256 -4.030 3.283 1.32 1.86 -1.86
C -1.945 -5.085 4.278 -0.25 0.83 -0.51
I -0.916 -7.021 3.926 -0.27 0.65 0.36
C -3.527 -5.327 4.032 -0.45 -0.13 0.78
C -4.322 -4.068 3.399 -1.19 -0.72 0.34
C -1.349 -4.274 1.728 2.22 3.93 1.83
C -0.655 -3.209 0.779 -0.49 -0.24 3.43
C 0.128 -1.919 1.329 -1.53 -2.17 1.62
C 0.729 -0.930 0.212 -0.57 0.60 -0.50
C -0.249 -0.836 -1.108 0.62 -0.95 -0.11
C 2.194 -1.332 -0.349 0.14 -0.10 -0.03
C 2.848 -2.651 0.313 1.77 0.38 -0.76
C 4.096 -3.079 -0.678 -1.07 0.64 -0.28
C 0.233 -1.670 2.911 -2.04 -3.58 -2.60
N 0.934 -0.471 3.442 -0.77 -1.91 1.39
C 0.018 0.704 3.629 -0.59 1.48 0.43
C 0.478 2.003 2.776 0.15 0.49 0.80
C -0.711 2.735 1.956 1.43 0.21 -0.10
C -0.079 3.340 0.575 -0.36 0.39 -0.13
C -0.400 4.941 0.390 0.56 -0.43 0.24
O -0.539 5.307 -1.041 -2.76 0.09 0.72
C -1.951 5.465 -1.364 -2.36 2.39 0.12
C -2.700 4.101 -1.856 0.59 0.83 -0.31
O -2.578 6.572 -1.243 3.48 -5.17 -0.49
H 3.447 -6.398 7.056 -1.80 1.51 1.31
H 1.974 -2.685 9.313 -0.51 -0.62 -1.65
H 0.433 -3.032 8.330 2.01 -0.08 -0.30
H 4.091 -1.118 9.436 0.84 -1.09 -1.49
H 5.603 -1.699 8.462 -1.92 0.00 -0.07
H 4.233 -2.895 8.932 0.38 1.92 -0.99
H 5.655 1.333 7.089 -0.19 -1.07 -0.70
H 4.828 1.358 3.966 -1.51 -1.08 0.01
H 3.072 1.746 3.516 1.17 -1.46 0.43
H 4.633 -0.802 2.373 -1.18 1.28 -0.32
H 2.914 -0.061 1.870 1.87 -0.04 0.45
H 4.960 1.862 1.858 -0.46 -1.22 -0.58
H -1.799 -4.868 5.396 0.16 -0.10 -1.96
H -3.996 -5.515 5.085 1.01 0.23 -1.83
H -3.712 -6.320 3.450 0.35 2.04 0.81
H -3.817 -3.048 3.548 -0.55 -1.71 -0.47
H -5.343 -4.008 3.965 1.78 -0.06 -1.06
H -4.599 -4.306 2.301 0.75 0.81 1.72
H -1.919 -5.207 1.373 1.12 1.74 0.39
H -0.775 -3.403 -0.363 0.43 0.60 2.36
H 0.798 0.150 0.636 -0.19 -1.96 -0.41
H 0.104 0.000 -1.844 -0.71 -1.31 1.60
H -0.083 -1.830 -1.700 -0.48 1.77 1.00
H -1.363 -0.756 -0.835 1.73 0.10 -0.45
H 2.874 -0.394 -0.213 -0.93 -1.88 -0.17
H 2.151 -1.512 -1.503 -0.15 0.23 2.06
H 2.140 -3.553 0.354 0.90 1.66 0.26
H 3.344 -2.399 1.336 -1.42 -0.58 -1.59
H 4.341 -2.124 -1.306 0.01 -1.77 1.22
H 5.015 -3.457 -0.102 -1.45 0.53 -0.98
H 3.667 -3.839 -1.434 1.08 1.10 1.33
H -1.081 0.466 3.323 2.00 0.06 0.65
H 0.057 0.996 4.759 -0.35 -0.60 -2.01
H 1.373 1.752 2.093 -1.57 0.19 0.98
H 0.872 2.780 3.551 -0.49 -1.27 -1.41
H -1.062 3.638 2.591 0.14 -1.73 -1.02
H -1.550 1.967 1.743 1.21 1.52 0.30
H -0.500 2.711 -0.312 0.84 1.38 1.40
H 1.083 3.271 0.566 -2.09 -0.17 0.05
H 0.528 5.548 0.755 -1.86 -1.06 -0.51
H -1.349 5.271 0.964 1.60 -0.56 -0.86
H -3.713 4.321 -2.378 1.81 -0.22 1.34
H -2.037 3.572 -2.635 -0.87 0.72 1.42
H -2.836 3.435 -0.926 0.15 0.97 -1.54
C -6.459 3.136 -6.297 -0.10 0.00 0.16
N -6.430 3.123 -4.849 0.73 -0.39 0.31
C -7.524 3.733 -4.120 0.17 -0.09 0.27
C -5.403 2.554 -4.147 -0.27 0.09 -0.30
O -5.318 2.510 -2.931 -0.30 0.18 -0.27
H -6.488 4.173 -6.642 -0.03 -0.08 -0.18
H -7.355 2.612 -6.639 0.05 0.08 -0.17
H -5.577 2.645 -6.711 -0.05 0.07 0.19
H -7.130 4.531 -3.486 -0.20 -0.03 0.03
H -7.993 2.978 -3.482 -0.07 0.19 0.03
H -8.264 4.142 -4.809 0.16 -0.09 0.01
H -4.625 2.120 -4.796 -0.07 0.07 -0.10
C 5.214 -1.380 -5.481 -0.26 0.06 -0.01
N 3.957 -1.833 -4.922 0.20 -0.70 0.63
C 2.727 -1.207 -5.363 -0.17 -0.20 0.20
C 3.894 -2.832 -3.991 -0.21 0.28 -0.33
O 2.871 -3.260 -3.481 0.14 0.37 -0.57
H 5.340 -0.317 -5.258 0.18 -0.05 -0.11
H 5.194 -1.525 -6.565 0.19 0.08 0.03
H 6.054 -1.935 -5.061 -0.16 0.02 0.00
H 2.220 -0.767 -4.500 -0.11 0.01 -0.17
H 2.075 -1.969 -5.800 -0.08 0.18 0.02
H 2.934 -0.432 -6.103 0.07 -0.12 0.12
H 4.883 -3.239 -3.725 0.05 0.07 -0.04
C -2.784 3.838 -10.358 0.01 0.16 0.19
N -2.892 3.742 -8.916 -0.16 -0.99 0.25
C -2.802 4.953 -8.124 -0.02 -0.15 0.29
C -3.075 2.547 -8.278 0.13 0.53 -0.20
O -3.173 2.399 -7.072 0.00 0.27 -0.28
H -1.815 4.273 -10.614 -0.10 -0.03 -0.18
H -3.584 4.482 -10.732 0.11 -0.05 -0.17
H -2.869 2.854 -10.824 0.00 0.09 0.14
H -1.962 4.865 -7.430 -0.12 0.17 0.02
H -3.723 5.072 -7.548 0.14 0.14 0.04
H -2.656 5.823 -8.768 -0.03 -0.19 0.01
H -3.130 1.692 -8.970 0.02 0.06 -0.08
```
Positions in Å, forces in eV/Å.

Output
* calculated total energy: -3403.22017 hartree
* HOMO level: -7.83 eV
* frontier orbital gap: 7.9446 eV
* SMILES string: C#CCc1c(C)c(S)c(CCO)c2c1Sc1c([C@H](I)CC)ccc([C@H](C)CCC)c1N2CCCCCOC(C)=O.CN(C)C=O.CN(C)C=O.CN(C)C=O
* LUMO level: 0.11 eV